No. 1
12
Properties=species:S:1:pos:R:3:forces:R:3 method="wB97M-V/def2-TZVPD" total_charge=+1 relative_energy_kj_mol=22.7 smiles=[NH3+]CCS
N -1.5917 0.5747 1.6113 -0.085 -1.623 0.261
C -0.2117 0.1141 1.0898 -0.488 0.783 0.626
C -0.3618 -0.2550 -0.3663 0.532 0.469 -0.371
S 1.2510 -0.2010 -1.2534 -0.214 -0.106 0.439
H -1.5896 0.9880 2.5393 0.333 0.829 -0.096
H -2.2072 -0.2191 1.7681 -0.072 -0.557 -0.262
H -2.0659 1.1047 0.8980 -0.162 0.922 -0.078
H 0.3829 1.0125 1.2424 0.376 -0.208 -0.171
H 0.1091 -0.6722 1.7665 0.177 -0.088 -0.169
H -0.9289 0.5416 -0.8541 -0.376 -0.255 0.000
H -0.8361 -1.2230 -0.4887 -0.093 0.020 -0.130
H 1.1552 -1.4274 -1.7616 0.072 -0.187 -0.048


No. 2
13
Properties=species:S:1:pos:R:3:forces:R:3 method="wB97M-V/def2-TZVPD" total_charge=+2 spin_multiplicity=2 relative_energy_kj_mol=389.2
S 1.3199 0.0500 -0.5190 -1.372 -1.267 -2.714
S -0.6738 -0.9193 -1.4287 2.249 1.320 1.331
H 1.5487 0.2481 -1.8243 0.776 0.442 -0.070
H -0.1457 -2.1274 -1.1916 -0.092 -0.460 0.025
C -0.1920 0.4499 1.8144 0.651 0.798 -0.795
C -0.7129 -0.5898 1.1216 -1.342 -0.664 1.003
N -0.3438 1.7778 1.1974 -0.554 -0.560 0.101
H 0.6321 0.4747 2.5204 -0.110 -0.546 0.140
H -0.3566 -1.6051 1.2390 -0.267 -0.005 0.613
H -1.7396 -0.4377 0.7777 0.074 -0.169 -0.181
H 0.3459 1.6061 0.3403 -0.633 1.161 1.001
H -1.2862 1.9606 0.8238 0.100 -0.116 -0.065
H -0.1582 2.5396 1.8627 0.519 0.067 -0.388


No. 3
13
Properties=species:S:1:pos:R:3:forces:R:3 method="wB97M-V/def2-TZVPD" total_charge=+2 spin_multiplicity=2 relative_energy_kj_mol=192.4
N 0.9909 0.8235 -1.0111 0.620 -0.366 -1.115
C 1.1634 -0.0783 0.1886 -1.880 -1.546 -0.834
C -0.1433 0.0453 1.0673 2.055 4.413 -0.105
S -1.5006 -0.9331 0.4573 0.376 -3.747 0.885
S -3.3009 -0.8982 -0.4660 0.253 1.893 0.029
H 1.8833 1.0331 -1.4759 0.388 0.103 0.485
H 0.6333 1.7323 -0.6646 -0.234 -0.423 -0.822
H 0.5165 0.3935 -1.8340 -0.646 0.570 0.901
H 2.1317 0.2154 0.5597 -0.118 0.041 1.244
H 1.1937 -1.1694 -0.0674 0.478 1.064 -0.471
H 0.2078 -0.1306 2.0955 -1.078 -1.217 0.014
H -0.3856 1.1235 1.1696 -0.153 -0.376 -0.230
H -3.3902 -2.1572 -0.0189 -0.062 -0.407 0.017


No. 4
13
Properties=species:S:1:pos:R:3:forces:R:3 method="wB97M-V/def2-TZVPD" total_charge=+2 spin_multiplicity=2 relative_energy_kj_mol=55.2
C 1.9753 1.5002 -0.2865 0.301 -0.592 0.546
N 2.5901 0.7925 0.5726 -0.053 -0.899 0.511
H 1.5265 2.4161 0.0723 -0.207 0.168 -0.370
H 1.9065 1.0760 -1.2829 0.149 0.657 -0.245
H 3.0529 -0.0879 0.3436 -0.018 0.122 -0.338
H 2.5506 0.9334 1.5819 0.284 0.724 -0.096
C -1.5255 -1.6190 -0.6299 0.018 0.197 -0.161
S -1.1129 0.0137 0.0483 -0.879 -0.418 -0.029
S -2.7947 0.8635 0.6756 0.152 0.381 0.308
H -1.8142 -2.3963 0.0720 0.337 0.125 0.433
H -0.6072 -1.8391 -1.1725 -0.074 -0.401 -0.010
H -2.3507 -1.4944 -1.3227 -0.025 0.219 -0.255
H -3.3967 -0.1587 1.3281 0.015 -0.282 -0.295


No. 5
12
Properties=species:S:1:pos:R:3:forces:R:3 method="wB97M-V/def2-TZVPD" relative_energy_kj_mol=159.9 smiles=CO.CO
C 2.0823 1.1148 0.8322 -3.142 0.870 -1.182
O 1.7186 -0.2094 0.5776 -0.728 -1.915 0.170
H 1.8899 1.4064 1.8940 0.447 0.007 -0.823
H 3.1045 1.0264 0.5474 0.889 1.317 -0.047
H 1.3565 1.7542 0.0915 2.260 -0.643 1.821
H 0.8189 -0.4291 0.8543 0.158 0.395 0.024
C -2.1633 -1.0154 -0.8022 -0.640 0.846 3.317
O -1.3196 0.0630 -0.6427 3.859 1.761 -0.284
H -2.9469 -0.6287 -0.0678 -0.202 -1.246 -1.807
H -2.3082 -1.1520 -1.8121 -1.555 -0.438 -2.187
H -1.8135 -1.9397 -0.3805 0.527 -0.612 0.308
H -0.4193 0.0095 -1.0918 -1.871 -0.341 0.690


No. 6
12
Properties=species:S:1:pos:R:3:forces:R:3 method="wB97M-V/def2-TZVPD" relative_energy_kj_mol=176.0 smiles=CO.CO
C 1.4633 1.7819 -0.2274 -0.183 0.030 0.957
O 1.5103 0.3816 -0.4491 0.445 -0.441 0.321
H 0.4743 2.0577 0.1969 0.762 -0.093 0.522
H 2.3637 2.0224 0.3852 -1.046 0.583 -0.250
H 1.4663 2.3455 -1.1369 0.510 0.055 -0.877
H 2.1434 0.0569 0.2142 -0.527 -0.151 -0.635
C -1.6078 -1.5278 -0.1843 -4.610 -2.804 -0.193
O -1.6924 -1.2098 1.1570 2.920 2.276 3.090
H -1.2027 -0.7713 -0.8102 0.668 0.224 -0.661
H -2.8378 -1.7259 -0.4872 3.304 0.976 0.468
H -1.2912 -2.5899 -0.2253 0.790 0.796 -0.866
H -0.7895 -0.8212 1.5672 -3.034 -1.451 -1.876


No. 7
12
Properties=species:S:1:pos:R:3:forces:R:3 method="wB97M-V/def2-TZVPD" relative_energy_kj_mol=97.3 smiles=CO.CO
C 0.0128 -2.5753 -2.2069 -0.726 -0.416 -0.662
O -0.6875 -3.8467 -2.3171 0.774 0.763 0.121
H -0.2274 -1.9079 -3.0346 -0.225 -0.127 -0.337
H -0.2449 -1.9889 -1.3249 0.250 -0.437 0.386
H 1.0783 -2.7799 -2.3114 -0.122 -0.105 0.463
H -1.5914 -3.7837 -1.9999 0.049 0.324 0.031
C 0.6135 2.8457 2.0218 -0.473 -0.266 0.407
O -0.5824 2.2315 2.5022 -0.342 -0.224 -0.704
H 1.0785 3.2013 2.9413 0.966 0.218 -0.585
H 1.1676 2.0993 1.4526 0.219 -0.228 0.637
H 0.4723 3.6281 1.2762 -0.411 0.433 0.283
H -1.0893 2.8767 3.0006 0.042 0.064 -0.041


No. 8
12
Properties=species:S:1:pos:R:3:forces:R:3 method="wB97M-V/def2-TZVPD" relative_energy_kj_mol=98.7 smiles=CO.CO
C 3.6535 -0.8568 -4.0370 -1.833 0.839 0.419
O 4.9625 -0.4276 -4.1537 1.563 -0.140 -1.339
H 3.3872 -1.8862 -4.3306 0.590 0.144 -0.011
H 3.0790 -0.1529 -4.6623 -0.616 -0.480 0.375
H 3.3661 -0.7062 -2.9828 -0.075 -0.185 -0.429
H 5.0696 -0.2163 -5.1047 0.371 -0.177 0.985
C -0.5359 6.4781 0.0766 0.231 -1.082 0.132
O -1.8460 5.9285 0.3452 0.232 1.595 0.368
H 0.0485 6.4733 1.0120 -0.014 0.068 -0.368
H -0.4792 7.4857 -0.3685 -0.531 -0.319 0.126
H -0.0827 5.7576 -0.6250 -0.019 0.450 0.293
H -2.2517 6.5534 0.9819 0.100 -0.712 -0.552